C36H43IrN2P2S3SbSi2 as an isolated structure at a distorted geometry, computed with ωB97M-V/def2-TZVPD.

```
90
Properties=species:S:1:pos:R:3:forces:R:3:lowdin_spin:R:1
Ir 0.0778 0.2578 0.5252 -0.329 0.584 -1.018 0.17
Sb -3.4536 0.2204 -0.2099 -0.888 0.475 -1.146 0.03
S -1.4527 -0.8922 -1.0987 1.283 0.761 0.695 0.16
S -4.2267 1.4108 -2.0560 0.173 -0.674 0.922 0.15
S -1.9566 1.8159 0.8781 2.153 -0.895 -0.102 0.02
P 0.7400 2.2511 -0.7646 -0.314 -1.183 -0.715 0.00
P 2.4380 -0.0289 -0.8569 0.052 0.753 -0.555 0.04
Si 1.2854 0.5348 3.7179 0.364 0.403 -0.064 0.03
Si -1.7055 -0.9091 3.6573 -0.881 0.103 -0.028 0.02
N 0.7940 -1.8480 1.0787 -1.096 0.865 0.469 0.04
N 2.2613 1.6312 -1.2366 -0.467 -0.234 0.187 0.00
C 6.2624 0.9170 0.3064 0.129 -0.031 0.029 0.00
C -1.6060 -1.7473 5.3836 0.358 0.302 -0.626 0.01
C 4.1931 -0.1011 -0.3621 -0.280 -0.084 0.455 0.01
C -1.7706 2.7893 -4.5687 0.062 0.063 0.092 0.00
C -0.2043 2.4831 -2.2974 -0.292 -0.151 0.498 0.00
C 0.1379 1.8324 -3.4761 0.180 -0.121 0.072 0.00
C -2.6109 -2.1454 2.5066 0.378 0.416 0.366 0.00
C 3.8654 -1.0920 -4.5622 0.076 0.113 -0.085 0.00
C 2.0778 4.0721 0.7684 0.001 -0.030 0.057 0.00
C 6.0888 -1.4741 0.1849 0.035 -0.118 -0.004 0.00
C 1.5090 -4.1028 1.1475 0.028 0.199 0.108 0.00
C 2.6254 -0.7395 -2.5367 -0.300 -0.168 0.359 0.00
C 2.5778 5.3030 1.1444 0.075 0.023 0.044 0.00
C 1.5538 -1.7379 -4.4419 -0.038 -0.042 -0.120 0.00
C 1.7748 -0.0529 5.4742 -0.340 0.143 -0.657 0.01
C 0.0028 -0.5781 2.8743 0.222 0.918 -0.046 0.22
C 0.5877 -1.8342 2.3993 0.115 -0.350 0.043 0.03
C -1.3616 3.2577 -2.2523 0.121 0.047 0.088 0.01
C 1.2384 -2.9345 0.4667 0.075 -0.313 -0.486 0.00
C 3.8085 -0.6300 -3.2595 0.075 0.007 0.040 0.00
C 2.2547 6.4315 0.4063 0.008 0.024 0.027 0.00
C 1.2640 3.9539 -0.3541 -0.423 -0.360 0.774 -0.01
C 2.7364 -1.6338 -5.1572 -0.052 -0.042 -0.059 0.00
C -2.1219 3.4319 -3.3932 0.038 0.114 -0.126 0.00
C 4.7690 -1.3582 -0.2057 -0.114 0.050 -0.070 0.00
C 0.9402 5.0882 -1.0891 -0.154 -0.205 -0.137 0.00
C 0.6934 2.3448 3.8126 0.147 -0.715 -0.095 0.00
C 1.3340 -4.1076 2.5298 -0.013 0.025 -0.094 0.00
C -2.7136 0.6788 3.9660 0.551 -0.350 -0.103 0.00
C 0.8847 -2.9672 3.1612 0.134 0.007 -0.013 0.01
C 1.5017 -1.3010 -3.1304 -0.018 -0.110 0.163 0.00
C 1.4353 6.3222 -0.7023 0.059 0.070 -0.067 0.00
C -0.6526 1.9737 -4.6015 0.067 0.023 -0.027 0.00
C 2.8836 0.4661 2.6688 -0.632 0.102 0.357 0.00
C 4.9405 1.0350 -0.0833 -0.208 0.028 -0.147 0.00
C 6.8386 -0.3350 0.4381 0.040 -0.019 0.051 0.00
H 3.1858 -0.5595 2.4739 0.051 -0.210 -0.078 0.00
H 2.5450 0.5894 5.8902 0.172 0.194 -0.015 0.00
H 0.2354 2.6608 2.8781 -0.103 -0.019 -0.135 0.00
H 0.7660 -2.9222 4.2301 -0.066 -0.065 0.136 0.00
H 0.6692 -2.1503 -4.9044 -0.059 -0.055 -0.032 0.00
H -2.3779 2.9054 -5.4509 -0.121 0.015 -0.123 0.00
H -1.6689 3.7030 -1.3145 -0.070 0.024 -0.083 0.00
H 7.8691 -0.4298 0.7457 0.095 0.014 0.015 0.00
H 2.7789 -1.9714 -6.1828 0.006 -0.048 -0.056 0.00
H 1.5400 -5.0034 3.0991 0.039 -0.019 0.049 0.00
H -2.6029 -3.1485 2.9218 0.059 -0.207 0.181 0.00
H 1.3684 -2.8661 -0.6065 -0.052 0.016 -0.089 0.00
H 3.2125 5.3868 2.0130 0.061 -0.001 0.103 0.00
H 4.4845 2.0101 -0.1850 -0.008 0.079 0.038 0.00
H 4.1749 -2.2389 -0.4179 0.051 -0.121 0.020 0.00
H 2.1647 -1.0660 5.4709 0.068 -0.229 -0.059 0.00
H 0.5851 -1.3747 -2.5580 -0.112 0.005 -0.094 0.00
H -3.0012 4.0546 -3.3556 -0.125 -0.021 0.030 0.00
H 6.8426 1.8040 0.5070 0.076 0.107 0.031 0.00
H 1.8532 -4.9749 0.6162 0.026 -0.064 -0.060 0.00
H -3.7790 0.4866 3.8746 -0.181 -0.149 -0.024 0.00
H 2.7285 0.9508 1.7050 -0.004 0.041 -0.006 0.00
H 4.7904 -1.0157 -5.1176 0.016 0.009 -0.031 0.00
H 3.7176 0.9628 3.1566 0.120 0.134 0.176 0.00
H 2.6391 7.3971 0.6970 0.036 0.095 0.051 0.00
H 1.1786 7.2017 -1.2752 -0.010 0.035 -0.041 0.00
H 2.3119 3.1870 1.3450 0.065 -0.037 0.111 0.00
H 4.6817 -0.1880 -2.8004 0.093 -0.025 -0.033 0.00
H -0.9827 -2.6353 5.3984 0.064 -0.198 0.011 0.00
H 2.7488 2.0293 -2.0379 -0.077 0.032 0.214 0.00
H -2.1312 -2.1999 1.5325 0.023 0.057 -0.221 0.00
H 0.9294 -0.0247 6.1516 -0.228 -0.002 0.154 0.00
H 1.0071 1.1926 -3.5190 0.054 -0.012 -0.004 0.00
H -2.5972 -2.0410 5.7171 -0.255 0.005 -0.092 0.00
H 1.5222 3.0162 4.0195 0.232 0.056 0.091 0.00
H -2.4618 1.4626 3.2586 -0.009 -0.050 0.006 0.00
H 0.3089 5.0124 -1.9619 -0.008 0.011 -0.005 0.00
H -0.3901 1.4378 -5.5008 0.029 -0.024 -0.122 0.00
H -2.5357 1.0628 4.9658 0.069 -0.010 0.296 0.00
H -1.2112 -1.0537 6.1186 0.097 0.155 0.170 0.00
H -0.0393 2.4768 4.6008 -0.217 0.016 0.173 0.00
H -3.6512 -1.8692 2.3524 -0.095 0.107 0.009 0.00
H 6.5359 -2.4524 0.2853 0.037 -0.062 0.032 0.00
```
Forces are in eV/Å.

Results
2S+1 = 2
Energy relative to the best compared isomer or geometry (same formula, charge and spin) = 371.32 kJ/mol
<S²> = 0.86
Frontier orbital gap (spin up / spin down) = 5.2 / 3.7 eV

A 2-piece molecular cluster, C5H6BrNS overall at a distorted geometry, computed with ωB97M-V/def2-TZVPD.

```
14
Properties=species:S:1:pos:R:3:forces:R:3:mulliken_charge:R:1
Br 1.3727 0.5076 -2.5162 -0.511 0.088 0.058 -0.12
S -0.5144 -2.2541 -0.4294 0.064 0.813 1.029 -0.07
N 0.2239 -0.3705 1.1223 -0.730 1.646 -0.036 -0.29
C 0.2543 -1.4453 1.9164 0.543 -2.689 1.101 -0.48
C -0.0784 2.2854 -0.6917 1.534 -1.360 -0.260 -0.95
C -0.2663 -0.5930 -0.0314 0.933 2.957 -3.337 0.21
C -0.0876 -2.6411 1.2186 0.398 1.013 0.136 -0.12
C -0.1360 0.9634 -1.4159 -0.741 -2.333 1.853 -0.15
H 0.7502 2.1543 0.0259 -0.871 0.563 0.464 0.27
H 0.1848 3.1476 -1.3319 -0.428 -0.559 0.039 0.36
H -1.1073 2.2672 -0.3692 -0.006 1.081 1.163 0.30
H 0.6129 -1.2406 3.0097 -0.805 -1.062 -2.241 0.30
H -0.0751 -3.7293 1.3474 0.060 0.717 0.908 0.36
H -1.1336 0.9485 -1.8545 0.560 -0.876 -0.878 0.39
```
Forces are in eV/Å.

Results
Energy relative to the best compared isomer or geometry (same formula, charge and spin) = 246.64 kJ/mol
Frontier orbital gap = 9.7 eV

One molecule with the formula C4H6O3S at a distorted geometry, computed with ωB97M-V/def2-TZVPD.

```
14
Properties=species:S:1:pos:R:3:forces:R:3:mulliken_charge:R:1
S 0.9800 -2.6016 0.3556 -1.082 0.358 -0.897 -0.17
O 0.3087 1.5353 0.4298 -1.731 -0.826 -0.467 -0.33
O -1.6114 1.2939 -0.8324 1.860 -3.124 0.051 -0.31
O -1.0252 3.2761 -0.1304 -0.242 4.379 0.198 -0.43
C 1.0804 -0.7897 0.5776 -1.474 -0.805 5.332 -1.21
C -0.7608 2.1653 -0.1883 0.356 -3.376 0.306 0.56
C -0.8881 -0.0170 -0.6836 0.440 -2.982 -2.718 -0.45
C -0.2008 0.1281 0.5726 3.591 0.115 1.969 0.52
H 0.1495 -0.1418 -1.3906 -3.363 0.862 0.800 0.28
H 1.6435 -0.7051 1.6024 -1.106 0.138 -1.891 0.32
H 0.6504 -2.4700 -0.9791 0.257 -0.436 0.864 0.11
H -1.3965 -1.1938 -0.7639 0.484 4.116 0.042 0.22
H 1.7374 -0.5908 -0.1435 2.462 1.857 -2.802 0.57
H -0.6671 0.1111 1.5738 -0.452 -0.274 -0.787 0.31
```
Forces are in eV/Å.

Results
Energy relative to the best compared isomer or geometry (same formula, charge and spin) = 220.47 kJ/mol
SMILES = O=C1OC[C@@H](CS)O1
Frontier orbital gap = 10.4 eV

C21H39N2O17Zn as an isolated structure at a distorted geometry, computed with ωB97M-V/def2-TZVPD.

```
80
Properties=species:S:1:pos:R:3:forces:R:3:mulliken_charge:R:1
Zn -12.2147 15.3006 10.1046 -2.440 -0.669 0.502 0.83
O -13.3610 15.5964 11.8550 1.008 -0.122 -0.507 -0.46
O -12.5049 16.0384 5.6642 -0.216 -0.481 0.124 -0.34
O -13.7757 15.3548 8.7289 0.969 0.399 0.301 -0.90
O -13.1518 13.5145 9.7532 0.788 0.321 -0.002 -0.97
O -11.8770 9.5013 7.2066 0.185 0.015 0.370 -0.55
O -19.0426 12.3440 6.8175 0.088 -0.639 0.384 -0.39
O -14.3214 16.3747 4.3705 0.020 -0.340 0.236 -0.55
O -12.6908 10.7876 5.5559 -0.408 0.110 -0.758 -0.28
O -13.5624 8.7865 5.9659 0.177 -0.191 -0.015 -0.35
O -14.1372 16.6376 13.6993 -0.050 0.298 0.072 -0.30
O -15.5432 15.7526 12.3737 -0.100 -0.162 0.264 -0.28
O -13.3608 14.3373 4.6712 0.398 -0.234 -0.174 -0.23
O -17.8745 16.7808 9.8825 0.159 0.621 0.771 -0.39
O -21.1465 12.7802 6.7584 -0.509 -0.580 0.062 -0.40
O -19.4330 16.1030 8.4064 -0.016 -0.047 -0.465 -0.53
O -19.7938 16.1496 10.6245 0.010 0.280 0.620 -0.36
O -19.7904 13.7769 5.2529 0.033 -0.166 -0.191 -0.59
N -17.0954 15.2178 3.3254 0.023 -0.133 -0.393 -0.57
N -13.4665 7.8462 10.9167 0.032 -0.755 0.065 -0.35
C -17.7786 12.3007 6.1709 -0.266 0.677 -0.853 -0.22
C -17.4802 16.2888 5.6547 0.321 0.331 0.206 -0.07
C -19.0819 16.3380 9.5287 0.004 -0.284 -0.116 0.76
C -21.0498 15.4915 10.4410 0.139 -0.976 -1.094 -0.67
C -11.9160 11.8962 5.9740 0.793 0.165 0.339 -0.29
C -14.2782 15.9590 12.6017 -0.352 0.468 -0.133 0.89
C -19.9907 13.0164 6.1625 0.067 0.855 0.176 0.88
C -15.9191 14.7449 11.4401 0.532 -0.572 -1.304 -0.04
C -17.2564 15.7261 4.3369 -0.265 -0.100 0.220 0.09
C -14.4136 13.5985 4.0396 -0.041 -0.801 0.643 -0.56
C -22.2404 13.6279 6.3835 0.410 0.837 -0.585 -0.59
C -13.6211 8.9486 10.6673 -0.049 0.804 0.218 -0.03
C -12.7269 17.2916 6.2849 0.147 0.334 0.398 -0.47
C -13.7694 10.3836 10.4376 -0.739 -0.564 -0.984 -0.10
C -12.6383 9.6749 6.3038 -0.013 0.125 0.113 0.78
C -13.4932 15.6400 4.8374 -0.138 0.596 -0.064 0.76
C -16.9109 16.9555 8.8551 -0.546 -0.242 -0.674 -0.17
C -13.9012 14.1075 8.9220 -0.104 -0.165 -0.648 1.77
C -14.8958 13.3282 8.1251 -0.300 -0.427 0.057 0.09
C -12.8243 16.8544 14.2215 1.038 -1.542 0.057 -0.67
C -14.4286 8.9998 4.8542 -0.465 -0.119 -0.066 -0.42
H -15.3607 12.5676 8.7517 0.004 0.032 0.045 0.42
H -12.4469 12.4031 6.7805 0.206 0.095 0.042 -0.16
H -17.3136 17.4835 7.9898 -0.209 -0.025 0.179 0.53
H -13.9362 8.8184 3.9005 0.220 0.183 0.077 0.29
H -13.9859 10.5168 9.3727 0.579 0.048 -0.071 -0.05
H -17.4937 13.3097 5.8576 0.156 -0.022 0.211 -0.15
H -15.5991 13.7509 11.7570 -0.318 0.102 0.503 0.46
H -16.9800 14.8272 11.2471 -0.103 0.027 0.453 0.27
H -12.8582 10.8932 10.7215 -0.143 0.304 0.085 0.25
H -12.0842 17.0050 13.4380 -0.250 0.693 -0.071 0.27
H -12.4988 15.9065 14.6677 -0.192 0.161 0.204 0.33
H -12.8381 17.5998 15.0017 -0.291 0.351 -0.258 0.25
H -21.5886 15.9037 9.5899 -0.173 0.412 0.324 0.28
H -15.2134 8.2556 4.9642 0.004 0.018 0.047 0.26
H -15.6628 13.9271 7.6428 0.106 0.262 0.149 -0.43
H -16.8151 15.8129 6.3787 -0.115 -0.175 -0.158 -0.41
H -16.6376 15.9509 8.5282 0.504 0.212 -0.075 -0.30
H -22.1160 13.9988 5.3656 0.205 -0.057 0.060 0.32
H -17.0590 11.8683 6.8549 -0.089 -0.179 0.063 0.24
H -21.6044 15.4828 11.3678 0.082 0.373 0.119 0.25
H -16.0890 17.5514 9.2364 0.085 -0.287 0.325 0.27
H -13.9924 12.6415 3.7329 0.346 0.283 -0.343 0.26
H -17.8731 11.7442 5.2367 0.206 -0.275 0.158 0.42
H -12.0151 17.3131 7.1107 0.196 0.235 -0.185 0.14
H -17.2053 17.3441 5.6674 -0.127 0.033 -0.175 0.66
H -14.6962 10.7498 10.8800 0.352 0.077 0.659 0.27
H -14.9039 14.1170 3.2264 -0.064 0.186 0.104 0.52
H -10.9184 11.6087 6.3071 -0.190 -0.288 0.215 0.46
H -15.0847 13.2985 4.8519 -0.482 0.429 -0.310 -0.01
H -13.7157 17.3759 6.7376 -0.135 -0.164 -0.298 0.13
H -14.3656 12.7905 7.3350 0.120 0.077 0.061 -0.22
H -20.8435 14.4595 10.1345 -0.035 0.002 0.251 0.32
H -11.7594 12.5832 5.1504 -0.460 -0.127 -0.212 0.26
H -15.4146 14.8745 10.4791 -0.143 0.504 0.233 -0.41
H -22.1877 14.4840 7.0560 -0.441 -0.015 0.010 0.17
H -18.5112 16.1691 5.9786 -0.015 -0.081 -0.045 0.36
H -23.1935 13.1130 6.3970 0.179 -0.371 0.544 0.28
H -14.8718 9.9932 4.8885 0.061 0.019 -0.109 0.11
H -12.5655 18.1175 5.5969 0.042 0.023 0.015 0.36
```
Forces are in eV/Å.

Results
Frontier orbital gap = 6.0 eV
Net charge = +1